Here is 5 unconnected molecules or ions with the total composition C32H74ClN4O in a non-equilibrium geometry from the Open Molecules 2025 dataset. Energies are from the ωB97M-V functional and the def2-TZVPD basis.

XYZ file:
```
112
Properties=species:S:1:pos:R:3:forces:R:3:mulliken_charge:R:1
C -2.333098 -1.459618 -4.943813 -0.08 0.14 0.71 -1.70
C -1.818508 -0.638948 -3.728853 -0.93 0.50 0.16 0.01
N -2.824348 -0.289288 -2.617863 -1.05 -1.14 -2.17 0.17
C -3.860178 0.657062 -3.272303 -0.71 0.27 1.89 -1.02
C -3.594948 -1.551328 -2.202443 -0.22 -1.25 -0.11 -0.66
C -2.770378 -2.805848 -1.698843 -0.32 1.71 -0.17 -0.61
C -2.196338 0.331302 -1.391053 -1.23 0.55 -2.68 -0.26
C -1.491368 1.670422 -1.602553 -0.57 -4.24 0.53 0.11
O -0.311628 1.613732 -2.397493 -1.25 0.61 -0.99 -0.03
C 0.227342 2.902352 -2.678603 -0.49 0.56 -2.41 -1.14
H -1.730728 -1.390388 -5.849603 0.41 0.62 0.26 0.43
H -3.320248 -1.109998 -5.246163 -0.05 -0.32 0.03 0.38
H -2.308038 -2.530708 -4.743223 -0.50 0.03 0.23 0.38
H -1.551928 0.379602 -4.010943 0.42 -0.36 -0.36 0.59
H -0.970778 -1.122588 -3.243523 -2.20 0.62 0.10 -1.23
H -4.410098 1.037782 -2.411633 -0.51 -0.27 0.01 0.46
H -4.567918 0.161982 -3.937203 0.43 -0.29 0.14 0.47
H -3.549098 1.601512 -3.718773 1.14 -0.52 -0.30 0.34
H -4.117968 -1.936458 -3.077773 0.06 0.48 -0.25 0.55
H -4.396708 -1.218028 -1.543523 0.30 -0.07 0.39 0.72
H -2.153418 -2.539508 -0.840643 -0.61 -0.36 0.00 -0.13
H -2.112728 -3.115978 -2.510893 -0.19 -0.24 0.01 0.27
H -3.424418 -3.645408 -1.463333 -0.24 0.31 -0.03 0.58
H -1.519938 -0.331718 -0.851623 -1.20 -0.29 -0.79 -2.16
H -3.075868 0.459662 -0.760143 0.17 0.30 0.15 0.81
H -0.982838 1.816612 -0.649603 -2.26 -3.10 -1.21 -0.73
H -2.191438 2.505842 -1.592983 -0.32 -0.33 -1.94 0.77
H 1.218962 2.758372 -3.107623 -0.17 0.32 0.02 0.40
H 0.262172 3.464932 -1.745663 0.55 1.14 -2.95 0.19
H -0.418848 3.262982 -3.478903 0.16 0.95 0.14 0.30
C 4.700852 -2.542978 4.733287 -0.18 0.06 0.28 -1.45
C 3.355222 -2.670008 3.997067 0.33 -0.28 1.26 -0.09
C 2.415152 -1.530488 4.428717 -0.20 -0.38 -1.31 -0.86
N 1.124842 -1.532028 3.604517 -0.80 0.13 -1.29 0.75
C 1.455022 -1.103848 2.157007 1.55 -2.05 1.25 -1.48
C 0.125122 -0.518938 4.135127 0.67 0.30 0.89 -0.36
C -1.225588 -1.158848 4.309787 -0.59 -1.18 0.44 -0.04
C -1.167418 -2.478718 3.496027 0.25 0.20 0.27 0.10
C 0.282582 -2.901328 3.662997 0.47 1.50 -0.16 -0.85
H 5.143682 -1.555098 4.606427 0.17 -0.04 -0.53 0.36
H 5.361152 -3.328868 4.366567 0.17 0.25 0.15 0.39
H 4.635582 -2.614368 5.818987 -0.31 -0.42 0.00 0.36
H 2.924832 -3.651268 4.197047 -0.15 0.02 0.33 0.38
H 3.617052 -2.739038 2.941227 -0.42 0.71 -0.18 0.21
H 2.941492 -0.594818 4.240087 -0.23 0.25 -0.26 0.32
H 2.093252 -1.444458 5.466547 0.28 -0.83 0.13 0.62
H 1.881002 -0.102618 2.221597 -0.04 -0.68 -0.02 0.77
H 0.594412 -1.295008 1.515997 0.26 0.69 0.60 0.34
H 2.244072 -1.739328 1.754937 0.20 -0.21 0.40 0.27
H -0.052678 0.327112 3.471287 1.37 -0.39 0.26 0.25
H 0.603882 -0.142148 5.038977 -0.49 0.16 0.15 0.69
H -2.034958 -0.530578 3.937927 0.71 -0.74 0.60 -0.51
H -1.452318 -1.340698 5.360327 0.16 -0.22 0.04 0.66
H -1.410008 -2.311228 2.446647 -0.04 -0.27 0.66 -0.41
H -1.849548 -3.227618 3.898457 0.17 -0.06 0.09 0.74
H 0.696702 -3.505708 2.855947 -0.01 -0.40 0.55 0.39
H 0.371912 -3.234628 4.696957 0.70 -0.47 -0.28 0.53
C 4.701172 1.790312 -2.884783 0.44 0.64 -0.40 -1.45
C 3.750412 0.656792 -3.104993 -1.54 -1.40 0.34 -0.19
C 2.484172 0.648682 -2.203743 -0.09 -0.30 -0.38 0.47
N 1.580182 -0.574508 -2.413773 1.39 0.07 1.70 1.18
C 0.883482 -0.594438 -3.782043 1.48 -2.11 0.93 -0.96
C 2.363982 -1.841338 -2.059293 0.61 -0.06 -0.22 -0.93
C 1.359332 -2.822978 -1.485743 -0.22 -1.47 -0.70 -1.35
C 0.089632 -2.056298 -1.210063 0.85 0.48 -0.63 0.49
C 0.589052 -0.625658 -1.227953 -0.60 -0.74 -1.69 -0.18
H 5.283742 1.770202 -1.963743 -0.54 -0.23 0.39 0.37
H 4.184392 2.746702 -2.964413 0.25 0.15 -0.06 0.34
H 5.499662 1.731462 -3.624403 -0.25 0.25 -0.33 0.42
H 4.287482 -0.284038 -2.984583 0.02 -0.10 0.40 0.33
H 3.333592 0.530202 -4.104163 0.43 0.73 -0.48 0.47
H 1.735632 1.424912 -2.362623 1.24 -0.03 -0.03 -1.10
H 2.756702 0.675542 -1.148703 0.00 -0.24 0.08 0.28
H 0.376782 0.334492 -4.043673 0.78 -0.28 0.14 0.07
H 0.162672 -1.402288 -3.655903 1.30 0.22 -0.47 1.05
H 1.526712 -1.077988 -4.517243 0.59 0.94 -0.10 0.63
H 3.028372 -2.155778 -2.864163 -0.61 -0.20 -0.35 0.65
H 3.081032 -1.625538 -1.267223 -0.16 0.78 0.04 0.40
H 1.165842 -3.635488 -2.186093 0.10 -0.14 0.07 0.42
H 1.713782 -3.285458 -0.564563 0.29 0.04 -0.13 0.36
H -0.686758 -2.193308 -1.962753 0.74 -0.16 0.31 -0.46
H -0.370568 -2.188178 -0.230813 0.56 -0.87 -0.81 0.28
H -0.208298 0.078242 -1.466393 1.72 -0.74 0.51 1.58
H 1.067072 -0.427868 -0.268543 0.76 -0.27 -1.07 -0.32
C -3.441868 0.429672 2.870487 -0.83 0.49 -0.26 -1.71
C -2.091408 1.105762 2.713167 0.81 -0.15 0.67 2.19
C -1.907888 1.722702 1.372037 0.40 1.40 -0.67 0.06
N -0.501668 2.397202 1.136447 -1.09 0.16 0.43 0.55
C 0.569712 1.315902 1.096007 -0.40 3.57 0.35 -1.13
C -0.273928 3.518332 2.167207 -0.03 -0.56 -0.45 -0.61
C 0.526122 4.613662 1.451067 -1.01 0.30 0.11 -0.87
C -0.142998 4.650702 0.068237 0.54 -0.71 0.62 -0.35
C -0.462718 3.155532 -0.218683 0.58 3.78 3.59 0.44
H -3.607408 0.262472 3.934807 -0.44 0.02 -0.18 0.74
H -3.645228 -0.489988 2.321887 0.62 -0.11 0.01 0.20
H -4.209978 1.113152 2.508607 -0.21 0.20 0.28 0.43
H -1.248928 0.436162 2.886237 -1.38 0.37 -1.17 -2.85
H -1.961128 1.715622 3.607147 -0.30 1.12 -0.33 0.27
H -2.695948 2.440452 1.144207 0.23 0.64 0.12 0.96
H -1.948328 0.960382 0.594007 -0.24 0.60 1.15 -2.01
H 1.425382 1.940992 0.840707 0.58 -0.42 -0.22 0.47
H 0.258752 0.645172 0.295057 0.38 0.61 1.42 0.21
H 0.754082 0.963022 2.110697 -0.85 0.27 -0.95 0.65
H 0.203642 3.160052 3.079167 -0.09 -0.27 -0.13 0.27
H -1.327738 3.717922 2.361467 0.34 1.04 0.44 0.60
H 1.598872 4.420622 1.443357 -0.06 -0.17 -0.12 0.33
H 0.368962 5.561502 1.965847 0.16 -0.03 0.10 0.54
H 0.415312 5.136162 -0.732193 0.31 -0.13 0.15 0.32
H -1.078198 5.208622 0.115337 -0.08 -0.13 0.16 0.46
H 0.252912 2.615542 -0.838673 0.20 0.12 2.23 0.07
H -1.429008 3.109492 -0.720933 1.39 2.48 1.94 -0.39
Cl -1.218618 -0.893968 0.936817 -1.62 -1.42 0.97 -0.03
```
Forces are in eV/Å.

Results
energy	-54876.470	eV
relative energy (zero: lowest compared OMol25 entry of this formula, charge and spin)	1332.00	kJ/mol
total charge	+3
Kohn-Sham gap	10.012	eV